Arrangement A

{
  "formula": "C2HClF2S",
  "method": "ωB97M-V with the def2-TZVPD basis set",
  "e_lumo_ev": -0.9,
  "e_homo_ev": -9.76,
  "smiles": "FC(F)C(=S)Cl",
  "orbital_gap_ev": 8.8307,
  "symbols": ["F", "C", "F", "C", "S", "Cl", "H"],
  "positions_angstrom": [[1.15477, -0.85686, -0.86136], [0.48461, 0.29519, -0.47868], [1.35348, 1.01444, 0.22696], [-0.79370, -0.31987, 0.52223], [-1.81752, -1.41045, 0.03781], [-0.66864, 0.51433, 2.02763], [0.28700, 0.76322, -1.47460]],
  "lowdin_charge": [-0.0169, -0.3993, 0.0237, -1.1824, 0.7549, 0.6601, 0.1599]
}



Arrangement B

{
  "formula": "C2HClF2S",
  "method": "ωB97M-V with the def2-TZVPD basis set",
  "e_lumo_ev": -1.3,
  "e_homo_ev": -9.68,
  "smiles": "FC(F)(Cl)C=S",
  "orbital_gap_ev": 8.4235,
  "symbols": ["F", "C", "F", "Cl", "C", "S", "H"],
  "positions_angstrom": [[-0.82556, 1.45217, -0.65278], [-0.43868, 0.31751, 0.04579], [-0.16374, 0.62253, 1.33909], [-1.78522, -0.84770, -0.05418], [0.83520, -0.13778, -0.63773], [2.26523, -0.34892, -0.00504], [0.62955, 0.24296, -1.62350]],
  "lowdin_charge": [0.0051, -0.9606, 0.0156, 0.7133, -0.6498, 0.8148, 0.0616]
}



Arrangement C

{
  "formula": "C2HClF2S",
  "method": "ωB97M-V with the def2-TZVPD basis set",
  "e_lumo_ev": [-4.1, -4.1],
  "e_homo_ev": [-9.44, -9.44],
  "orbital_gap_ev": [5.3291, 5.3325],
  "symbols": ["C", "C", "F", "F", "S", "Cl", "H"],
  "positions_angstrom": [[0.17067, -0.56568, -0.43656], [0.51827, 0.61289, 0.14983], [0.19514, 1.81061, -0.31932], [1.24678, 0.76331, 1.24938], [0.56644, -2.05987, 0.22152], [-2.41766, -0.02531, 0.58858], [-0.27965, -0.53595, -1.45343]],
  "lowdin_charge": [-0.6803, -0.3859, 0.1774, 0.1830, 0.7681, -0.1556, 0.0933]
}



Of them, the most stable is arrangement B and the least stable is arrangement C.



Arrangement A

{
  "formula": "C2HClF2S",
  "method": "ωB97M-V with the def2-TZVPD basis set",
  "e_lumo_ev": -2.1,
  "e_homo_ev": -10.22,
  "orbital_gap_ev": 8.0929,
  "symbols": ["C", "C", "F", "F", "S", "Cl", "H"],
  "positions_angstrom": [[-0.48482, -0.65232, -0.23356], [0.53382, 0.34279, -0.02560], [1.58054, 0.07693, 0.71320], [-0.27918, 1.58988, 0.85258], [-1.64387, -0.46992, -1.32222], [-0.47422, -2.09138, 0.82430], [0.76773, 1.20402, -0.80871]],
  "lowdin_charge": [-1.1476, -0.3426, 0.0909, -0.2162, 0.8058, 0.6181, 0.1917]
}



Arrangement B

{
  "formula": "C2HClF2S",
  "method": "ωB97M-V with the def2-TZVPD basis set",
  "e_lumo_ev": -2.8,
  "e_homo_ev": -10.53,
  "orbital_gap_ev": 7.7578,
  "symbols": ["C", "C", "F", "F", "S", "Cl", "H"],
  "positions_angstrom": [[0.62807, 0.49891, 0.09077], [-0.63425, -0.13546, 0.29288], [-0.81178, -1.27969, 0.95936], [-0.47961, -0.93331, -1.60223], [0.77381, 2.06723, -0.03468], [1.98556, -0.66434, 0.08619], [-1.46180, 0.44667, 0.20772]],
  "lowdin_charge": [-1.1905, -0.1641, 0.1022, -0.3327, 0.8441, 0.6436, 0.0973]
}



Of them, the most stable is arrangement A and the least stable is arrangement B.